(w)
Formula: H24O12
Source: the OMol25 dataset
Level of theory: ωB97M-V with the def2-TZVPD basis set

HOMO = -0.3279 Eh
frontier orbital gap = 8.05 eV
E_LUMO = -0.9 eV

Each line ends with the Mulliken charge.
Element x y z (Å)
O (0.02971, -2.05847, -1.55395)  -0.71
H (0.91353, -2.27116, -1.85373)  0.21
H (0.13848, -1.26470, -1.03018)  0.55
O (0.87160, 1.08179, -2.17792)  -0.71
H (1.56472, 1.45260, -2.72412)  0.35
H (0.92625, 0.13811, -2.32867)  0.28
O (-0.59799, 1.67411, -0.60822)  -0.79
H (-0.14962, 1.37175, -1.39802)  0.22
H (-0.20385, 2.52577, -0.41967)  0.33
O (-2.51822, 2.12378, 0.48750)  -0.75
H (-1.73152, 1.80833, 0.04273)  0.46
H (-3.04078, 2.52657, -0.20599)  0.27
O (-1.40336, 0.45494, -3.32181)  -0.63
H (-0.73796, 0.37019, -4.00466)  0.27
H (-0.90447, 0.52375, -2.50780)  0.55
O (1.43411, 0.35893, 1.97536)  -0.92
H (1.49129, 0.99173, 2.69127)  0.31
H (1.54087, 0.88379, 1.18203)  0.44
O (-2.35968, -1.47931, 1.02849)  -0.65
H (-2.64993, -1.78874, 1.88653)  0.27
H (-1.64289, -0.87491, 1.22120)  0.43
O (-0.19040, -0.45789, -0.39183)  -0.81
H (-0.41270, 0.46490, -0.51535)  0.44
H (0.44174, -0.45833, 0.32695)  -0.33
O (0.38192, -2.53802, 1.56381)  -0.66
H (-0.04528, -1.70701, 1.77155)  0.58
H (-0.25975, -3.20521, 1.80743)  0.32
O (-0.62321, -0.63654, 2.13246)  -0.53
H (-1.13849, -0.45788, 2.91909)  0.28
H (0.05122, 0.04269, 2.12796)  0.28
O (1.77898, 1.33142, 0.22887)  -0.44
H (2.72207, 1.36309, 0.06823)  0.27
H (1.38410, 1.52693, -0.62088)  0.29
O (1.69408, -1.14815, 0.36649)  -0.70
H (1.12493, -1.85193, 0.67793)  0.76
H (2.12042, -0.81678, 1.15685)  0.48

***

(x)
Formula: H24O12
Source: the OMol25 dataset
Level of theory: ωB97M-V with the def2-TZVPD basis set

HOMO = -0.3930 Eh
frontier orbital gap = 9.93 eV
E_LUMO = -0.8 eV

Each line ends with the Mulliken charge.
Element x y z (Å)
H (0.38467, 0.93273, -0.21957)  -0.03
H (0.82133, -0.17491, 0.72517)  0.28
H (-2.04919, 2.57392, 2.73033)  0.48
H (-1.69262, 4.05116, 2.70478)  0.27
H (-3.38386, 0.55290, -1.45152)  0.31
H (-4.83867, 0.11719, -1.39036)  0.35
H (-0.46366, -0.85185, 1.69110)  0.47
H (0.10195, 0.03649, 2.78699)  0.28
H (0.69216, 2.19984, -2.36324)  0.18
H (-0.29559, 2.11732, -1.21103)  0.32
H (6.03228, -1.85354, -1.18830)  0.32
H (4.71875, -1.51559, -0.50239)  0.31
H (0.64400, -1.78779, -2.38979)  0.26
H (-0.14383, -1.64660, -3.68186)  0.29
H (-2.96351, -1.47357, -1.29066)  0.40
H (-1.48741, -1.79076, -1.11583)  0.30
H (1.23711, -1.64185, 4.15355)  0.30
H (0.26728, -2.55638, 4.88369)  0.32
H (-2.10522, 1.24098, 0.55387)  0.18
H (-0.99204, 1.71484, 1.47383)  0.37
H (0.89042, -2.95005, 0.72820)  0.34
H (0.85258, -2.06658, -0.50796)  0.23
H (2.19192, 2.46381, -3.74074)  0.33
H (2.58593, 2.70204, -2.29228)  0.31
O (0.03676, 0.22061, 0.32892)  -0.39
O (-2.12153, 3.38225, 3.25030)  -0.66
O (-4.04335, 0.03698, -1.92890)  -0.70
O (-0.65369, -0.52390, 2.57728)  -0.62
O (-0.21667, 1.95345, -2.15756)  -0.50
O (5.19235, -1.40392, -1.33439)  -0.63
O (-0.25680, -1.73799, -2.72904)  -0.58
O (-2.35704, -1.99756, -0.75530)  -0.62
O (1.12463, -2.12644, 4.97908)  -0.62
O (-1.92364, 1.46764, 1.47291)  -0.62
O (1.25883, -2.13763, 0.36320)  -0.62
O (2.95537, 2.47277, -3.15248)  -0.61

***

What are the relative energies? In eV: (w) 10.120; (x) 0.000.